{
  "formula": "C46H124N10O13",
  "method": "ωB97M-V with the def2-TZVPD basis set",
  "multiplicity": 1,
  "total_charge": 0,
  "e_above_lowest_ev": 0.0000,
  "e_homo_ev": -8.00,
  "smiles": "COC[C@H](C)N.COC[C@H](C)N.COC[C@H](C)N.COC[C@H](C)N.COC[C@H](C)N.COC[C@H](C)N.COC[C@H](C)N.COC[C@H](C)N.COCCNCCOC.COCCNCCOC.CCO",
  "species": ["C", "O", "C", "C", "C", "N", "H", "H", "H", "H", "H", "H", "H", "H", "H", "H", "H", "C", "O", "C", "C", "C", "N", "H", "H", "H", "H", "H", "H", "H", "H", "H", "H", "H", "C", "O", "C", "C", "C", "N", "H", "H", "H", "H", "H", "H", "H", "H", "H", "H", "H", "C", "O", "C", "C", "C", "N", "H", "H", "H", "H", "H", "H", "H", "H", "H", "H", "H", "C", "O", "C", "C", "C", "N", "H", "H", "H", "H", "H", "H", "H", "H", "H", "H", "H", "C", "O", "C", "C", "C", "N", "H", "H", "H", "H", "H", "H", "H", "H", "H", "H", "H", "C", "O", "C", "C", "C", "N", "H", "H", "H", "H", "H", "H", "H", "H", "H", "H", "H", "C", "O", "C", "C", "C", "N", "H", "H", "H", "H", "H", "H", "H", "H", "H", "H", "H", "C", "O", "C", "C", "N", "C", "C", "O", "C", "H", "H", "H", "H", "H", "H", "H", "H", "H", "H", "H", "H", "H", "H", "H", "C", "O", "C", "C", "N", "C", "C", "O", "C", "H", "H", "H", "H", "H", "H", "H", "H", "H", "H", "H", "H", "H", "H", "H", "C", "C", "O", "H", "H", "H", "H", "H", "H"],
  "xyz": [[6.209186, -0.647251, -1.223931], [5.364211, -0.891994, -2.295270], [4.156774, -1.557428, -1.983754], [3.050439, -1.441282, -3.065199], [2.875989, 0.015334, -3.494578], [1.792944, -1.926706, -2.474303], [5.758663, 0.036325, -0.495137], [7.048621, -0.071234, -1.624590], [6.633330, -1.564201, -0.804538], [4.371009, -2.599480, -1.727332], [3.723753, -1.160707, -1.056705], [3.288471, -2.010557, -3.965954], [3.798626, 0.372095, -3.956696], [2.660432, 0.609241, -2.602804], [2.053082, 0.076304, -4.207083], [1.629316, -1.250058, -1.731649], [1.028653, -1.773187, -3.136552], [1.031160, -2.140155, 5.488665], [0.636586, -1.218993, 4.452598], [-0.524908, -0.486728, 4.795437], [-0.985840, 0.199542, 3.494720], [-2.114182, 1.230594, 3.698329], [-1.424610, -0.779358, 2.490664], [1.241123, -1.549230, 6.381576], [1.911794, -2.704236, 5.185883], [0.315331, -2.918117, 5.766422], [-1.291079, -1.177542, 5.162745], [-0.329484, 0.283834, 5.547883], [-0.148697, 0.735164, 3.041457], [-2.996670, 0.752367, 4.126092], [-2.372859, 1.643072, 2.724344], [-1.763521, 2.046752, 4.330038], [-0.625919, -1.338864, 2.202663], [-2.051708, -1.454306, 2.917161], [3.112012, 2.747443, 0.269324], [3.108273, 2.824354, -1.129976], [4.405053, 2.766849, -1.749699], [5.374116, 3.921610, -1.466526], [4.724158, 5.265311, -1.777187], [6.673895, 3.730106, -2.084675], [3.134824, 3.766882, 0.672332], [3.883715, 2.164885, 0.779373], [2.154115, 2.357566, 0.622796], [4.793874, 1.756270, -1.608035], [4.097997, 2.823667, -2.797475], [5.515302, 3.990147, -0.377713], [3.930035, 5.441633, -1.047450], [4.240298, 5.266352, -2.755486], [5.387189, 6.117105, -1.616353], [7.123244, 4.627169, -1.913978], [7.249973, 3.125379, -1.507255], [-4.397357, -1.456002, -1.137448], [-5.332351, -0.851947, -2.013831], [-4.986053, 0.485908, -2.320226], [-6.097469, 1.210356, -3.076369], [-6.292234, 0.706682, -4.496915], [-5.785788, 2.642980, -3.172532], [-4.639867, -2.516877, -1.042152], [-4.587890, -1.089792, -0.123596], [-3.353591, -1.360322, -1.435842], [-4.869661, 1.014420, -1.369741], [-4.055073, 0.554056, -2.899207], [-6.919709, 1.115590, -2.360682], [-7.063876, 1.241063, -5.047907], [-6.647738, -0.329212, -4.475299], [-5.349145, 0.640540, -5.042371], [-4.887690, 2.659139, -3.662114], [-5.490629, 2.956282, -2.248901], [-1.306082, -5.990306, -3.015820], [-1.756057, -4.667390, -2.964302], [-0.832317, -3.800495, -3.587527], [-1.473185, -2.407509, -3.607814], [-2.746149, -2.500139, -4.452103], [-0.572441, -1.448367, -4.275917], [-1.892187, -6.588640, -2.315550], [-0.268149, -6.090941, -2.681803], [-1.425729, -6.461441, -3.996174], [0.096263, -3.802896, -3.008970], [-0.656462, -4.152634, -4.610422], [-1.767284, -2.019040, -2.633373], [-3.200226, -1.516579, -4.599851], [-3.513180, -3.081637, -3.935347], [-2.620131, -2.944886, -5.441119], [-1.045449, -0.564554, -4.435474], [-0.477123, -1.785881, -5.231337], [-5.868601, 3.075459, 3.347228], [-5.119293, 3.853904, 2.430803], [-5.033775, 3.321651, 1.128811], [-3.984968, 4.081393, 0.301781], [-4.452722, 5.365906, -0.370334], [-3.529735, 3.187872, -0.775431], [-6.895256, 2.982115, 2.987839], [-5.800581, 3.467974, 4.359425], [-5.428107, 2.075063, 3.431907], [-4.829825, 2.246206, 1.166524], [-6.003806, 3.425297, 0.625482], [-3.073107, 4.276368, 0.876680], [-5.106015, 5.195836, -1.225705], [-3.585668, 5.979214, -0.604715], [-5.093755, 5.866261, 0.362541], [-2.765403, 3.640878, -1.267718], [-3.125863, 2.300280, -0.493859], [2.282763, 8.046144, -1.234800], [1.270511, 7.192976, -0.717302], [0.561970, 6.627975, -1.815646], [-0.498198, 5.691789, -1.246419], [0.117299, 4.479933, -0.538430], [-1.363289, 5.166829, -2.316967], [2.739684, 8.536990, -0.371593], [1.991211, 8.846891, -1.919015], [3.153480, 7.575966, -1.701561], [0.144591, 7.452789, -2.405396], [1.191555, 6.080933, -2.528556], [-1.136135, 6.236083, -0.546936], [0.579431, 4.863848, 0.375303], [0.911834, 4.055239, -1.153495], [-0.566896, 3.708191, -0.187350], [-1.742140, 5.935494, -2.859949], [-0.851184, 4.544956, -2.952164], [1.325896, 3.475407, -4.204027], [-0.040369, 3.491090, -4.155940], [-0.782319, 3.612318, -5.362786], [-2.078071, 2.823549, -5.201327], [-2.727079, 2.579370, -6.552117], [-3.061203, 3.555848, -4.389432], [1.689895, 3.186180, -3.217778], [1.731404, 4.411469, -4.615281], [1.702841, 2.726022, -4.917621], [-0.991499, 4.671534, -5.545833], [-0.184759, 3.234898, -6.198673], [-1.822887, 1.878874, -4.719263], [-3.222422, 3.474231, -6.928632], [-3.402360, 1.724928, -6.521930], [-2.005878, 2.313566, -7.331777], [-2.700383, 3.572401, -3.440257], [-3.185496, 4.532634, -4.626040], [-3.715337, -5.710384, 8.075519], [-2.658146, -5.333016, 7.210303], [-2.075457, -6.412921, 6.519939], [-1.066259, -5.894585, 5.503626], [-1.724737, -5.296070, 4.372459], [-0.827524, -4.515138, 3.494857], [-1.549056, -4.452848, 2.150348], [-0.763131, -3.672421, 1.267663], [-1.169459, -3.650593, -0.097750], [-4.020791, -4.817108, 8.614062], [-3.269500, -6.459373, 8.737581], [-4.541748, -6.131389, 7.497543], [-2.854605, -7.030248, 6.059758], [-1.542709, -7.065848, 7.222670], [-0.495965, -6.778682, 5.208464], [-0.409228, -5.220208, 6.067329], [-2.436196, -4.668204, 4.729156], [0.137035, -5.014947, 3.403175], [-0.669766, -3.498643, 3.861591], [-2.495162, -3.913490, 2.290069], [-1.832414, -5.430882, 1.755124], [-0.581076, -4.417549, -0.603578], [-0.895174, -2.643068, -0.411803], [-2.220725, -3.800686, -0.353040], [2.312121, -2.175735, 1.690368], [3.601259, -2.501881, 1.197142], [4.573548, -2.647609, 2.227264], [4.342006, -3.829657, 3.161516], [5.359396, -3.851873, 4.201781], [5.287805, -5.078047, 4.968129], [6.318620, -5.118851, 6.090727], [7.603748, -5.265205, 5.499449], [8.607395, -5.343867, 6.476686], [2.325552, -1.561595, 2.594249], [1.700161, -3.067370, 1.835969], [1.850501, -1.558595, 0.915277], [4.776690, -1.680347, 2.697862], [5.504887, -2.784848, 1.667763], [4.339591, -4.755916, 2.576847], [3.347151, -3.716825, 3.598590], [6.303379, -3.761548, 3.846283], [5.426689, -5.990864, 4.375353], [4.309628, -5.142298, 5.452121], [6.148459, -5.888485, 6.846191], [6.291217, -4.121213, 6.545157], [8.670061, -4.404719, 7.035925], [9.574987, -5.552925, 6.022641], [8.438482, -6.147384, 7.201669], [-0.991135, 1.105835, -1.796903], [-0.776711, 0.630014, -0.364523], [-2.028223, 0.763124, 0.331349], [-1.767720, 0.475271, -2.233131], [-0.122709, 1.033263, -2.456492], [-1.245522, 2.164006, -1.837256], [-0.076136, 1.252128, 0.202197], [-0.442669, -0.410446, -0.311752], [-1.866706, 0.282555, 1.179723]],
  "forces_ev_per_a": [[0.7, 0.6, -0.2], [-0.7, 0.1, -1.1], [-0.5, -0.4, 0.3], [0.3, 0.6, 0.1], [0.6, -0.3, 0.0], [0.6, -0.1, 0.3], [-0.2, -0.5, 0.4], [0.1, -0.2, -0.1], [-0.3, 0.0, 0.4], [-0.1, -0.2, -0.2], [0.0, 0.3, 0.1], [0.1, -0.3, 0.2], [-0.1, 0.2, 0.0], [-0.1, 0.2, -0.1], [0.0, 0.1, 0.0], [-0.4, -0.2, 0.2], [0.3, 0.1, 0.0], [0.2, 0.7, 0.0], [0.1, -1.1, 0.7], [0.1, 0.5, -1.0], [-0.7, 0.0, 0.2], [0.6, -0.4, 0.0], [0.5, -0.2, 0.2], [0.2, -0.2, 0.2], [0.2, 0.4, -0.3], [-0.6, 0.3, -0.3], [-0.2, 0.1, 0.1], [0.2, -0.1, 0.2], [0.2, -0.1, 0.2], [0.0, 0.1, 0.1], [-0.1, 0.1, 0.0], [-0.2, 0.0, 0.1], [0.0, -0.1, -0.1], [-0.2, 0.1, -0.1], [-0.8, 0.9, 0.9], [0.8, -0.2, 0.1], [-1.0, 0.0, -1.0], [-0.9, 0.0, 1.8], [-0.5, -0.2, 0.1], [0.4, 0.6, -0.1], [0.3, 0.0, 0.2], [0.3, -0.2, -0.6], [-0.1, -0.2, -0.3], [0.5, 0.1, 0.2], [0.5, 0.0, -0.2], [-0.1, -0.4, 0.2], [-0.2, -0.2, -0.1], [0.3, 0.3, -0.2], [0.3, -0.1, -0.4], [0.2, 0.0, -0.6], [-0.3, -0.4, -0.1], [-1.1, -0.4, 0.5], [0.4, -0.4, -0.6], [-0.2, 0.1, 0.3], [0.4, 0.4, 0.4], [-0.8, -1.4, 0.5], [0.6, -0.4, 0.2], [0.0, -0.1, -0.5], [0.6, 0.4, 0.1], [0.0, 0.3, 0.0], [0.4, 0.2, -0.1], [0.2, -0.1, 0.1], [-0.7, -0.2, -0.8], [0.3, 0.4, 0.0], [0.0, -0.1, 0.1], [0.1, 0.5, 0.0], [-0.2, 0.5, -0.3], [-0.1, 0.1, 0.1], [-0.1, -0.8, 0.6], [-0.1, -0.1, -0.1], [-0.2, 0.6, 0.8], [-0.7, 0.1, -1.9], [-1.1, 0.0, 0.6], [0.3, -0.2, -0.3], [-0.2, 0.2, 0.0], [0.1, 0.1, -0.2], [0.1, 0.2, -0.2], [0.2, 0.0, -0.2], [0.2, 0.2, -0.1], [0.4, -0.3, 0.2], [0.1, 0.1, 0.0], [0.0, -0.1, -0.1], [0.4, -0.1, 0.0], [-0.1, 0.1, 0.5], [0.3, -0.1, 0.0], [0.5, -0.5, -0.7], [0.3, 0.4, 0.7], [-0.2, 0.4, -0.2], [1.0, -1.2, -0.8], [-0.7, 0.0, 1.4], [-0.1, -0.3, -0.9], [-0.2, 0.0, 0.3], [-0.2, 0.6, -0.2], [-0.1, -0.2, -0.2], [0.4, 0.0, 0.0], [-0.1, 0.0, -0.1], [-0.5, 0.4, 0.8], [0.3, -0.2, -0.2], [-0.2, 0.1, -0.3], [0.3, 0.5, 0.0], [-0.2, 0.4, -0.1], [-0.3, 0.1, 0.7], [1.1, 0.6, 1.3], [0.9, 0.3, -1.6], [-0.4, -0.1, 0.7], [-0.6, -1.0, -0.7], [0.7, 1.0, 0.7], [-0.1, 0.3, 0.1], [-0.2, 0.1, 0.1], [-0.8, -0.2, 0.0], [-0.4, -0.8, -0.2], [-0.4, 0.0, 0.1], [0.4, -0.2, 0.3], [0.1, 0.1, 0.0], [0.3, -0.1, 0.0], [-0.1, -0.2, 0.0], [-0.4, 0.1, -0.4], [-0.1, -0.1, -0.1], [0.0, 0.4, 0.3], [1.4, -0.3, -1.1], [-1.7, -0.4, 0.2], [0.6, -0.3, 0.1], [-0.5, 1.4, -0.8], [0.5, -0.5, -0.8], [0.5, -1.0, 1.0], [0.2, 0.4, 0.0], [0.1, 0.2, 0.6], [-0.1, -0.2, 0.1], [-0.1, 0.1, -0.1], [0.1, -0.1, 0.0], [-0.1, 0.0, 0.2], [-0.3, -0.1, 0.2], [-0.4, 0.3, 0.2], [0.2, 0.0, 0.1], [-0.3, 0.1, 0.2], [0.1, -0.1, -0.5], [1.0, -0.3, -0.4], [-0.1, 0.7, -0.4], [0.1, -0.2, 0.2], [-0.5, -0.6, 0.9], [0.4, 0.5, -0.1], [-1.2, -0.7, -0.3], [0.1, 1.0, -0.1], [-0.4, -0.2, 0.2], [0.8, 0.2, 0.2], [-0.1, -0.1, 0.1], [-0.6, -0.1, 0.4], [-0.1, -0.1, 0.2], [0.0, 0.1, -0.3], [0.0, 0.0, 0.2], [0.2, 0.2, -0.3], [0.2, 0.1, -0.1], [-0.1, 0.0, 0.0], [0.0, -0.1, 0.0], [0.2, 0.1, 0.0], [-0.2, -0.1, 0.2], [0.4, -0.2, 0.0], [-0.1, 0.2, -0.4], [0.1, -0.2, -0.5], [-0.2, -0.1, 0.6], [-0.1, 0.3, -0.5], [0.1, -0.1, 0.8], [0.7, 0.1, -1.3], [0.3, 0.7, -0.3], [-0.2, -0.2, 0.4], [0.2, -0.6, 0.9], [0.3, 1.1, -0.8], [0.0, -0.5, 0.0], [0.3, 0.1, 0.3], [0.2, -0.1, 0.2], [-0.1, 0.0, 0.1], [-0.2, -0.1, -0.1], [-0.6, -0.1, 0.7], [0.1, -0.4, 0.0], [-0.1, 0.0, -0.2], [0.1, -0.1, 0.3], [-0.1, 0.1, -0.3], [-0.1, 0.0, -0.2], [-0.1, 0.0, -0.1], [-0.2, -0.1, -0.1], [-0.1, -0.1, 0.5], [0.1, 0.1, 0.0], [-0.1, 0.2, -0.3], [-0.3, -0.1, 0.0], [0.5, -0.2, 0.0], [-0.7, 0.7, 0.2], [0.5, -0.2, -0.3], [-0.2, 0.3, -0.1], [0.3, -0.3, 0.3], [-0.4, -0.1, 0.1], [0.5, 0.0, -0.4], [0.1, -0.1, -0.2], [-0.5, -0.2, -0.2]],
  "mulliken_charge": [-0.656, -0.381, -0.187, -0.121, -0.596, -0.231, 0.197, 0.249, 0.282, 0.343, -0.087, 0.607, 0.558, -0.433, 0.388, -0.232, 0.425, -0.623, -0.095, -0.826, 0.714, -1.558, -0.138, 0.412, -0.134, 0.323, 0.311, 0.511, 0.057, 0.358, 0.186, 0.444, -0.389, 0.265, -0.920, 0.608, -0.451, 0.474, -1.131, -0.768, 0.282, 0.423, -0.138, -0.205, 0.138, 0.295, 0.121, 0.259, 0.484, 0.315, 0.270, -0.549, -0.550, 0.919, 0.184, -1.501, -0.762, 0.371, 0.417, -0.041, -0.136, -0.322, 0.559, 0.384, 0.398, 0.122, 0.261, 0.230, -0.922, -0.309, -0.897, 2.410, -1.927, -0.415, 0.276, 0.362, 0.316, 0.538, 0.662, -1.728, 0.521, 0.389, 0.389, -0.110, 0.282, -0.668, -0.373, -0.973, 0.691, -1.467, 1.188, 0.320, 0.280, 0.182, 0.361, 0.519, 0.384, 0.182, 0.207, 0.514, -0.882, -0.794, -0.755, -0.350, -0.514, -0.003, -0.455, 0.200, 0.302, 0.331, 0.227, 0.528, 0.086, 0.426, 0.806, -0.323, -0.494, 0.372, -0.421, -0.773, -0.021, -1.321, 1.976, -1.677, -0.087, -0.225, 0.404, 0.564, 0.312, 0.692, -1.050, 0.375, 0.253, 0.463, -0.318, 0.340, -0.750, -0.265, -0.871, -0.263, -0.342, 0.401, -1.102, 0.067, -0.230, 0.221, 0.308, 0.301, 0.394, 0.467, 0.364, 0.147, 0.290, 0.514, -0.497, 0.337, 0.383, 0.283, -0.420, 0.447, -0.250, -0.290, -0.752, 0.276, -0.273, -0.619, -0.666, -0.306, -0.738, 0.571, 0.201, -0.434, 0.402, 0.377, 0.228, -0.383, 0.278, 0.339, 0.371, 0.454, 0.327, 0.306, 0.248, 0.291, 2.943, 1.101, 0.136, -1.111, 0.019, -1.300, -0.224, -0.810, -0.251]
}